C8H11NO4 | ωB97M-V/def2-TZVPD

XYZ file:
```
24
Properties=species:S:1:pos:R:3:lowdin_charge:R:1
C -1.741 -0.135 -2.415 0.011
C -0.629 0.106 -1.288 -0.411
O -0.500 1.240 -0.934 0.053
C -0.021 -1.036 -0.399 -0.100
C 1.558 -0.822 -0.322 -0.199
C 2.155 -1.005 1.036 -0.237
C 1.778 0.058 1.995 -0.098
C 1.724 1.248 1.521 -0.130
N 1.987 2.384 1.196 0.003
O 1.210 3.406 0.785 -0.054
H -1.640 -0.871 -3.142 0.037
H -1.867 0.915 -2.869 0.109
H -2.592 -0.411 -1.784 0.058
H -0.130 -2.089 -0.945 0.144
H -0.584 -0.947 0.575 0.118
H 1.587 0.257 -0.533 0.091
H 1.987 -1.552 -1.027 0.116
H 1.930 -1.975 1.547 0.124
H 3.268 -0.948 0.960 0.129
H 1.720 -0.274 2.961 0.084
H 0.226 3.097 0.549 0.153
O -3.280 -1.222 0.700 0.210
C -3.800 -0.211 0.825 -0.431
O -4.346 0.789 1.009 0.221
```

Output
E_tot (hartree): -667.02008
Max |F| (eV/A): 3.75
Relative energy (zero: lowest compared OMol25 entry of this formula, charge and spin) (kJ/mol): 341.2
Structure (SMILES): CC(=O)CCCC=C=NO.O=C=O
Spin multiplicity: 1
Gap between HOMO and LUMO (Ha): 0.3309